Computed, not measured: C30H34N13O4S3Sc as an isolated structure at a distorted geometry, with ωB97M-V with the def2-TZVPD basis set.

CARTESIAN COORDINATES (ANGSTROEM)
Sc (-0.43497, 0.09221, -0.37860)
N (5.58494, 4.42922, 1.47521)
C (4.59699, 3.50950, 1.56712)
C (3.66800, 3.35163, 0.51784)
C (2.67477, 2.41122, 0.60926)
C (2.58408, 1.60930, 1.75059)
C (3.48243, 1.75778, 2.80350)
C (4.48112, 2.69668, 2.70957)
S (1.37004, 0.40283, 1.82241)
O (1.48480, -0.43333, 0.58723)
O (1.50672, -0.35915, 3.04628)
N (-0.12273, 0.96244, 1.56097)
C (-0.53912, 2.15838, 2.20801)
N (0.17093, 2.58661, 3.23900)
C (-0.24904, 3.70883, 3.82091)
C (-1.37497, 4.38485, 3.39049)
C (-2.04365, 3.83050, 2.31482)
N (-1.63576, 2.71487, 1.70968)
H (5.68508, 5.00564, 0.66028)
H (6.26598, 4.53339, 2.20478)
H (3.75440, 3.97178, -0.36580)
H (1.97301, 2.28581, -0.20714)
H (3.38740, 1.14069, 3.68639)
H (5.19015, 2.81384, 3.51965)
H (0.33963, 4.06254, 4.65933)
H (-1.72023, 5.28705, 3.87286)
H (-2.93923, 4.29262, 1.91423)
N (-1.14110, 3.18464, -3.39373)
C (-0.23550, 2.70079, -2.54997)
N (-0.85890, 2.05767, -1.57771)
C (-2.17435, 2.15798, -1.93028)
N (-2.39315, 2.84072, -3.02277)
C (-3.20285, 1.54596, -1.08895)
C (-4.53653, 1.91939, -1.13824)
N (-5.41679, 1.45207, -0.25970)
C (-4.95598, 0.61884, 0.66750)
C (-3.63434, 0.21069, 0.69053)
N (-2.75705, 0.65760, -0.19919)
H (-0.99444, 3.72667, -4.23253)
H (0.82872, 2.82752, -2.66209)
H (-4.88361, 2.62024, -1.88719)
H (-5.65931, 0.26287, 1.40965)
H (-3.27138, -0.49031, 1.42868)
O (3.47766, 0.01254, -2.21384)
C (3.16236, -0.68646, -3.33536)
C (4.18967, -0.89200, -4.24881)
C (3.95168, -1.59161, -5.41553)
C (2.68658, -2.10630, -5.69513)
C (1.67000, -1.91679, -4.78413)
C (1.89017, -1.20978, -3.59693)
C (0.78899, -1.03100, -2.63885)
O (0.80601, 0.04748, -1.87009)
N (-0.14519, -1.91496, -2.58043)
N (-1.13828, -1.66343, -1.59409)
C (-2.16355, -2.41113, -1.87284)
S (-3.59267, -2.51880, -0.87770)
C (-4.23608, -4.01117, -1.68284)
C (-3.89643, -3.89855, -3.14990)
S (-2.15609, -3.41541, -3.29503)
H (2.68328, 0.13355, -1.67193)
H (5.16922, -0.49373, -4.01983)
H (4.76062, -1.73852, -6.11945)
H (2.50424, -2.64512, -6.61456)
H (0.67951, -2.31214, -4.96958)
H (-5.30977, -4.04140, -1.50294)
H (-3.76599, -4.88073, -1.22662)
H (-4.51122, -3.14714, -3.64413)
H (-4.02007, -4.85198, -3.66219)
N (0.59039, -3.01735, 3.69944)
C (-0.81330, -2.62723, 4.06800)
C (-1.36087, -1.76669, 2.93858)
N (-1.22975, -2.33920, 1.58745)
C (0.03893, -3.04640, 1.32878)
C (0.54088, -3.89957, 2.48100)
H (1.06901, -3.47286, 4.47559)
H (1.11051, -2.14923, 3.47312)
H (-0.79229, -2.07435, 5.00495)
H (-1.37550, -3.54919, 4.20622)
H (-0.85041, -0.80633, 2.96705)
H (-2.41513, -1.58068, 3.13978)
H (-1.99604, -2.98152, 1.41846)
H (0.81727, -2.32282, 1.09942)
H (-0.08771, -3.66939, 0.44477)
H (1.53850, -4.28425, 2.27999)
H (-0.12333, -4.72941, 2.71728)

Atomic forces in eV per Å
Sc -0.882 0.172 0.392
N -0.073 -0.030 0.003
C 0.083 0.054 0.008
C 0.001 0.049 -0.022
C 0.073 -0.080 0.124
C 0.013 0.111 -0.052
C 0.001 0.078 -0.009
C 0.019 0.001 0.032
S -0.363 -0.146 -0.060
O -0.344 0.108 0.211
O 0.096 -0.121 0.109
N 0.557 1.039 0.450
C -0.002 -0.710 -0.154
N 0.100 -0.011 0.152
C 0.068 -0.034 0.016
C -0.019 0.027 0.037
C -0.040 -0.044 -0.082
N -0.088 0.135 -0.081
H 0.008 -0.008 -0.008
H 0.001 -0.005 0.004
H 0.000 -0.020 0.016
H -0.007 0.002 -0.015
H 0.002 0.014 -0.031
H -0.016 0.000 -0.016
H -0.010 0.000 0.002
H 0.018 -0.002 -0.018
H 0.000 -0.005 0.011
N -0.128 0.015 -0.081
C 0.014 0.097 0.090
N -0.149 -0.375 -0.041
C -0.127 0.050 0.167
N 0.247 0.058 -0.038
C 0.091 0.103 -0.050
C -0.192 0.003 0.118
N 0.109 -0.018 -0.019
C -0.150 0.124 -0.065
C 0.110 -0.099 0.085
N 0.206 -0.037 0.023
H -0.005 0.000 0.019
H -0.006 -0.036 -0.026
H -0.010 -0.005 0.007
H -0.008 -0.012 -0.008
H -0.013 0.005 -0.011
O 0.001 -0.012 0.052
C 0.013 0.138 0.066
C 0.054 -0.040 -0.101
C 0.014 0.001 0.008
C -0.014 0.019 0.027
C 0.025 -0.080 0.010
C -0.078 0.083 0.016
C 0.206 0.164 -0.119
O 0.393 -0.455 -0.739
N -0.049 -0.247 0.081
N 0.174 -0.035 -0.598
C 0.019 -0.038 0.066
S -0.007 0.098 0.075
C 0.002 -0.029 0.026
C -0.042 0.004 -0.035
S 0.061 0.007 0.019
H 0.032 -0.053 -0.106
H -0.016 0.000 -0.005
H -0.007 0.004 0.008
H 0.005 0.005 0.017
H 0.019 0.016 -0.005
H 0.006 0.013 -0.009
H -0.021 -0.031 -0.016
H -0.029 -0.023 -0.003
H 0.014 0.005 0.008
N -0.105 -0.050 -0.065
C 0.087 -0.004 -0.053
C 0.021 -0.015 -0.085
N 0.223 -0.027 0.247
C -0.073 0.050 0.024
C -0.026 0.039 0.076
H -0.061 -0.056 -0.010
H 0.049 0.087 0.023
H 0.039 0.021 -0.010
H 0.011 -0.044 0.034
H -0.071 -0.011 0.016
H -0.021 -0.001 0.003
H -0.058 0.105 -0.113
H -0.012 -0.034 -0.044
H 0.000 -0.014 -0.022
H 0.026 0.038 0.009
H 0.011 -0.044 0.041

Values from the calculation:
Charge: +2
E_LUMO: -0.191 Eh
E_HOMO: -12.2 eV
Orbital gap: 7.00 eV

Here are the Löwdin charges for atoms 1 to 4, given in e: atom 1 (Sc): 1.032, atom 2 (N): 0.147, atom 3 (C): -0.289, atom 4 (C): -0.002


Computed, not measured: a single C30H34N4O4 molecule at a distorted geometry, with ωB97M-V with the def2-TZVPD basis set.

CARTESIAN COORDINATES (ANGSTROEM)
C (0.29650, -5.08318, 1.67600)
N (0.35430, -3.96801, 0.75921)
C (0.47882, -4.16262, -0.58556)
O (0.64832, -5.24499, -1.14346)
C (0.46016, -2.77545, -1.23588)
C (-0.77732, -2.53525, -2.11958)
C (-0.75057, -3.43861, -3.32960)
C (0.13937, -3.17089, -4.37710)
C (0.28545, -4.09157, -5.42410)
C (-0.48174, -5.26743, -5.42749)
C (-1.39141, -5.52263, -4.38709)
C (-1.53481, -4.59659, -3.35237)
N (0.50950, -1.87395, -0.09913)
C (0.68446, -0.53471, -0.30622)
C (0.51193, 0.41406, 0.61595)
C (0.85527, 1.83072, 0.32973)
C (0.57125, 2.77884, 1.52425)
C (0.49043, 4.17367, 1.39963)
C (0.42496, 5.03655, 2.51469)
C (0.52675, 4.52639, 3.85086)
N (0.57768, 5.36431, 4.97518)
C (-0.60205, 5.91364, 5.61950)
C (1.71663, 5.40260, 5.86652)
C (0.50067, 3.11572, 3.98988)
C (0.45927, 2.28994, 2.85093)
C (0.33390, -2.56694, 1.18982)
C (-1.00295, -2.28075, 1.89062)
C (1.47875, -2.27413, 2.17438)
H (0.26061, -6.01168, 1.10800)
H (1.17402, -5.09313, 2.32475)
H (-0.59017, -5.00900, 2.30683)
H (1.37922, -2.65211, -1.84019)
H (-1.69108, -2.70616, -1.52411)
H (-0.77251, -1.48344, -2.43911)
H (0.73302, -2.25093, -4.35366)
H (1.00809, -3.89520, -6.22534)
H (-0.36825, -5.99105, -6.23983)
H (-1.97473, -6.44967, -4.36938)
H (-2.23255, -4.77903, -2.53059)
H (0.98062, -0.31917, -1.35438)
H (0.02761, 0.15289, 1.57227)
H (1.92751, 1.97311, -0.08640)
H (0.50589, 4.61415, 0.39755)
H (0.39801, 6.13671, 2.38398)
H (-1.48830, 5.82182, 4.98364)
H (-0.79589, 5.41104, 6.58311)
H (-0.43013, 6.97359, 5.85987)
H (2.62146, 5.02402, 5.38558)
H (1.88857, 6.44368, 6.17222)
H (1.53317, 4.83276, 6.79141)
H (0.52828, 2.67478, 5.00173)
H (0.43236, 1.21398, 3.05368)
H (-1.84459, -2.70289, 1.32460)
H (-1.00079, -2.73829, 2.89189)
H (-1.17189, -1.21055, 2.01713)
H (2.39674, -2.77309, 1.83102)
H (1.65129, -1.19363, 2.23868)
H (1.21428, -2.65143, 3.17436)
O (-0.30923, 2.22863, -0.71209)
C (-0.34259, 2.04625, -2.03143)
C (-1.58246, 1.89587, -2.77771)
N (-2.82318, 2.41313, -2.26517)
O (-2.84477, 2.87253, -1.08899)
O (-3.85965, 2.38531, -3.01418)
C (-1.64520, 1.52737, -4.15418)
C (-0.47298, 1.48818, -4.90995)
C (0.72948, 1.74820, -4.23398)
C (0.78205, 2.02342, -2.85877)
H (-2.59854, 1.31303, -4.65172)
H (-0.48247, 1.27333, -5.98999)
H (1.65711, 1.72624, -4.80561)
H (1.72901, 2.23772, -2.38515)

Atomic forces in eV per Å
C 0.051 0.211 0.287
N 0.036 -0.114 -0.622
C 0.665 -0.536 -0.207
O -0.459 1.261 0.578
C 0.217 -0.056 -0.109
C -0.136 -0.146 -0.202
C -0.084 -0.087 -0.085
C -0.112 -0.472 -0.085
C -0.236 -0.023 0.211
C -0.023 0.125 0.239
C 0.179 0.247 -0.187
C 0.287 -0.018 -0.236
N -0.193 -0.476 0.074
C 0.210 -0.763 -0.272
C 0.275 0.213 0.689
C -1.046 0.558 -0.595
C 0.090 -0.033 0.847
C 0.137 0.392 0.021
C 0.447 -0.358 0.712
C -0.645 -1.098 -1.281
N 0.129 0.942 0.260
C -0.001 -0.077 -0.209
C -0.022 -0.182 -0.097
C 0.004 0.574 -0.592
C 0.682 -0.244 0.103
C -0.240 -0.019 0.296
C -0.336 -0.085 0.007
C 0.170 -0.178 -0.138
H 0.024 0.172 -0.068
H 0.038 -0.084 0.005
H -0.046 -0.062 -0.009
H -0.360 -0.180 0.085
H 0.318 0.103 -0.176
H -0.031 -0.139 0.139
H -0.160 -0.313 -0.052
H -0.379 -0.106 0.312
H -0.017 0.262 0.307
H 0.228 0.404 -0.100
H 0.248 -0.024 -0.264
H 0.001 0.048 0.821
H 0.536 0.400 -0.870
H -2.041 0.022 0.293
H -0.042 -0.127 0.348
H -0.023 -0.862 -0.001
H 0.219 0.030 0.092
H -0.098 -0.054 -0.176
H -0.141 -0.127 -0.131
H -0.154 0.032 0.006
H 0.098 -0.128 -0.055
H 0.101 -0.074 -0.050
H -0.106 0.226 -0.685
H 0.123 0.456 -0.170
H 0.226 0.178 0.048
H -0.038 0.131 -0.332
H -0.048 -0.174 0.009
H -0.203 0.247 0.106
H 0.019 -0.305 0.037
H 0.182 0.131 -0.342
O 0.679 0.571 0.269
C -0.701 -0.167 -0.814
C 0.289 0.235 -0.589
N -3.069 0.412 1.665
O 0.007 -1.018 -2.981
O 2.758 0.128 1.981
C 0.854 0.309 0.113
C 0.046 -0.277 0.649
C -0.115 0.119 0.183
C 0.351 -0.436 -0.498
H 0.339 0.433 0.603
H -0.037 0.034 0.741
H -0.127 0.122 0.231
H 0.204 -0.101 -0.088

Values from the calculation:
Energy above the lowest of the compared OMol25 structures with the same formula, charge and spin: 808.0 kJ/mol
E_LUMO: -0.019 Eh
E_HOMO: -8.1 eV
Orbital gap: 7.61 eV

Here are the Löwdin charges for atoms 1 to 4, given in e: atom 1 (C): -0.012, atom 2 (N): -0.033, atom 3 (C): -0.369, atom 4 (O): 0.073


Computed, not measured: C30H34N6O6PtS2 as an isolated structure at a distorted geometry, with ωB97M-V with the def2-TZVPD basis set.

CARTESIAN COORDINATES (ANGSTROEM)
Pt (0.19820, -0.31240, 0.26900)
C (0.10860, -6.95150, -1.75710)
C (0.18930, -5.47600, -1.61750)
C (1.28940, -4.78080, -2.13380)
C (1.36010, -3.39590, -2.12560)
C (2.54640, -2.72520, -2.57660)
N (2.56160, -1.46410, -2.87000)
C (3.73090, -0.67140, -3.16880)
C (3.29830, 0.72000, -3.63100)
C (2.72770, 1.58950, -2.49540)
N (3.76360, 2.42210, -1.93850)
C (4.15740, 2.66270, -0.71480)
C (3.76220, 2.26540, 0.58400)
C (4.73030, 2.55770, 1.56920)
C (4.60950, 2.21710, 2.90140)
C (5.66680, 2.55480, 3.89100)
C (3.44450, 1.55350, 3.29390)
C (2.40520, 1.29570, 2.41520)
C (1.24840, 0.64570, 2.96540)
N (0.17030, 0.30890, 2.36020)
C (-0.90740, -0.31180, 3.09400)
C (-2.26600, -0.07140, 2.42100)
C (-2.70660, -1.17400, 1.44910)
N (-1.71280, -1.53700, 0.46300)
C (-1.72890, -2.73250, -0.00020)
C (-0.76510, -3.36310, -0.86070)
C (-0.80350, -4.75120, -0.96550)
C (0.25950, -2.62020, -1.57490)
O (0.17550, -1.37280, -1.74540)
C (2.48650, 1.70040, 1.01720)
O (1.48430, 1.67920, 0.26770)
H (1.09570, -7.40420, -1.74240)
H (-0.34060, -7.19740, -2.72070)
H (-0.50530, -7.39350, -0.97860)
H (2.10400, -5.34560, -2.56420)
H (3.42440, -3.32470, -2.78290)
H (1.70420, -0.95240, -2.61530)
H (4.31240, -1.16970, -3.94950)
H (4.35920, -0.60900, -2.27270)
H (2.55030, 0.60820, -4.41750)
H (4.16060, 1.21800, -4.07990)
H (2.29990, 0.97670, -1.70600)
H (1.94810, 2.24780, -2.89290)
H (4.28260, 2.91640, -2.65900)
H (5.04220, 3.29530, -0.69620)
H (5.63430, 3.06440, 1.26230)
H (6.56520, 2.92500, 3.40690)
H (5.91570, 1.68380, 4.49290)
H (5.30640, 3.32680, 4.57040)
H (3.34420, 1.25470, 4.32740)
H (1.32200, 0.45290, 4.04060)
H (-0.92630, 0.09480, 4.11120)
H (-0.71760, -1.38980, 3.16340)
H (-2.24240, 0.89540, 1.91660)
H (-3.03050, -0.01810, 3.19870)
H (-3.60000, -0.82100, 0.91950)
H (-2.99730, -2.05810, 2.03000)
H (-2.50760, -3.41500, 0.35170)
H (-1.61430, -5.28940, -0.49450)
N (-5.29850, 4.40790, 0.15230)
C (-4.88020, 3.71630, -0.92110)
O (-5.42580, 3.72640, -1.99830)
C (-3.62900, 2.88530, -0.72590)
C (-3.54920, 1.66340, -1.38950)
C (-2.39860, 0.90300, -1.26710)
N (-1.36090, 1.30570, -0.54170)
C (-1.40560, 2.49300, 0.05090)
C (-2.51730, 3.31850, -0.01150)
H (-6.13290, 4.96680, 0.05660)
H (-4.87230, 4.36180, 1.06050)
H (-4.37580, 1.33350, -1.99990)
H (-2.30240, -0.04690, -1.77330)
H (-0.51290, 2.79540, 0.57860)
H (-2.48750, 4.28480, 0.46350)
O (3.55250, -1.20290, 1.50210)
S (2.83970, -1.70250, 0.36270)
O (3.48860, -2.68100, -0.48250)
O (2.33570, -0.59610, -0.47750)
S (1.15670, -2.59450, 1.13310)

Atomic forces in eV per Å
Pt -4.010 -3.420 1.010
C -0.113 -0.325 -0.233
C 0.364 0.492 -0.009
C -0.596 -0.185 0.371
C -1.407 0.904 0.418
C -0.192 0.263 -0.901
N -0.573 -0.272 -0.051
C 0.632 0.234 -0.231
C 0.048 -0.156 0.161
C -0.742 -0.426 -0.335
N 0.411 0.432 0.151
C 0.180 0.054 -0.044
C -0.738 -0.235 0.392
C -0.100 -0.232 0.429
C -0.228 -0.066 -0.410
C 0.055 0.077 0.350
C 0.333 0.261 -0.375
C -0.197 -0.189 -0.508
C 1.025 0.761 -0.171
N 0.047 -0.944 -2.258
C -0.762 -0.442 0.217
C 0.103 -0.173 -0.026
C -0.756 0.867 0.592
N 2.469 0.718 0.480
C 0.513 -0.593 -0.752
C 0.301 0.512 -1.026
C 0.386 -0.007 -0.163
C -0.232 -3.419 -0.052
O -0.215 3.408 1.334
C 0.904 0.518 0.702
O -0.592 -0.258 -0.614
H 0.060 -0.093 0.091
H -0.052 -0.114 0.001
H -0.003 -0.112 0.065
H 0.131 -0.064 -0.035
H 0.083 0.104 0.005
H 0.310 -0.396 -0.155
H -0.063 0.043 0.081
H -0.065 -0.030 -0.050
H 0.018 0.058 -0.021
H -0.061 -0.020 -0.090
H 0.052 0.313 -0.139
H 0.062 -0.064 0.082
H 0.047 -0.019 0.269
H -0.055 -0.024 -0.110
H 0.132 0.048 -0.060
H 0.095 -0.023 0.010
H 0.153 -0.031 0.040
H 0.070 0.067 0.075
H -0.032 -0.061 0.163
H -0.345 0.147 -0.093
H 0.077 -0.028 -0.172
H 0.034 0.045 0.076
H -0.082 -0.008 0.057
H 0.007 0.045 -0.094
H 0.068 -0.057 0.096
H 0.152 0.036 -0.175
H -0.202 0.324 -0.070
H -0.096 -0.073 0.077
N -0.247 0.363 0.332
C 0.234 -0.143 -0.031
O -0.059 -0.115 -0.125
C 0.173 -0.080 -0.121
C 0.173 0.103 0.102
C -0.491 -0.107 -0.320
N 1.188 -0.498 0.485
C 0.099 0.495 0.154
C -0.073 -0.304 -0.184
H 0.037 -0.014 -0.037
H 0.056 -0.105 -0.083
H -0.029 -0.046 -0.074
H 0.031 -0.100 0.017
H 0.055 -0.037 0.070
H -0.009 0.132 0.101
O 0.263 -0.280 -0.115
S 1.911 -0.197 0.741
O 0.339 -0.139 0.586
O 0.113 0.325 0.168
S -0.577 2.575 -0.038

Values from the calculation:
Charge: +2
E_LUMO (alpha / beta): -0.295 / -0.295 Eh
E_HOMO (alpha / beta): -13.0 / -13.0 eV
Orbital gap (alpha / beta): 5.01 / 5.03 eV

Here are the Löwdin charges for atoms 1 to 4, given in e: atom 1 (Pt): 1.356, atom 2 (C): -0.032, atom 3 (C): -0.236, atom 4 (C): 0.066


Quick rundown of E_tot, same order as above: -4131.4184, -1683.3824, -2858.6723 Eh